Model 1:
A cluster of 3 separate species, C8H7NO3S in total. Source: the Open Molecules 2025 dataset; level of theory: wB97M-V/def2-TZVPD.

Each line ends with the Löwdin charge.
Atoms and positions in Å:
C 0.94418 -0.97378 -2.34008  -0.117
C 1.06275 0.37683 -2.58875  -0.066
C 0.55702 -1.44026 -1.09293  -0.103
C 0.70034 1.23726 -1.51731  -0.125
C -0.02349 -0.66111 -0.07340  -0.098
C 0.15851 0.71769 -0.31987  -0.662
C 2.36479 0.84590 2.16603  -0.492
C -2.30496 0.07746 2.61691  0.042
N -2.88195 -0.45300 1.76629  -0.151
O 2.05190 -0.00548 2.85044  0.218
O 2.67570 1.71378 1.48088  0.180
O -3.74716 -1.16891 1.08162  0.036
S -0.27105 1.98103 0.74591  0.833
H 1.19431 -1.71073 -3.06493  0.089
H 1.59736 0.82730 -3.36074  0.083
H 0.24903 -2.54588 -1.08884  0.128
H 0.68559 2.35464 -1.64088  0.109
H -0.05592 -1.08799 0.90622  0.090
H -0.38870 1.19457 1.85852  -0.144
H -4.56823 -1.27930 1.61493  0.151

- net charge = 0
- gap between HOMO and LUMO (eV) = 8.1
- LUMO (eV) = 0.030

***

Model 2:
The molecule C8H7NO3S. Source: the Open Molecules 2025 dataset; level of theory: wB97M-V/def2-TZVPD.

Each line ends with the Löwdin charge.
Atoms and positions in Å:
C 2.94082 0.98100 -0.25542  -0.080
C 2.65729 0.68803 1.05247  -0.058
C 2.27954 0.33604 -1.28440  -0.084
C 1.54658 -0.14030 1.37434  -0.041
C 1.25926 -0.49276 -1.00860  -0.107
C 0.85125 -0.69964 0.30408  -0.368
C -2.86957 -0.20886 -0.39160  0.012
C -1.79996 -0.51145 0.67600  -0.127
N -3.66804 0.86686 -0.11528  -0.446
O -3.26832 1.67514 0.70491  0.060
O -4.63482 1.02048 -0.85241  0.078
O -1.07358 -2.32021 -0.82659  -0.498
S -0.59691 -1.77046 0.43900  0.940
H 3.67014 1.76359 -0.46046  0.113
H 3.21034 1.08121 1.87384  0.101
H 2.53668 0.26791 -2.37615  0.135
H 1.28390 -0.28461 2.34350  0.075
H 0.64656 -1.14876 -1.65514  0.111
H -2.80118 -0.87698 -1.21488  0.099
H -2.16999 -0.22621 1.67280  0.086

- net charge = 0
- gap between HOMO and LUMO (alpha / beta) (eV) = 7.9 / 7.9
- LUMO (alpha / beta) (eV) = -1.583 / -1.581

***

Stability, lowest: model 2

***

Model 1:
The molecule C3H5O3P. Source: the Open Molecules 2025 dataset; level of theory: wB97M-V/def2-TZVPD.

Each line ends with the Löwdin charge.
Atoms and positions in Å:
C 0.28644 1.60060 0.24734  -0.388
C 0.90269 0.58194 -0.59972  -0.376
C -0.58861 0.50852 -0.25007  -0.518
O 0.39335 2.58993 0.90618  0.168
O -1.49438 0.76114 -1.26707  0.085
O -0.93942 -0.52049 0.61846  0.038
P 2.05263 -0.66605 0.16805  0.855
H 1.16033 0.84050 -1.62052  0.101
H -2.24109 1.28145 -0.94189  0.121
H -1.70587 -0.27393 1.15140  0.121
H 1.20313 -1.74987 -0.03252  -0.112
H 1.59485 -0.48063 1.47239  -0.095

- spin multiplicity = 3
- net charge = 0
- <S²> = 2.01
- gap between HOMO and LUMO (alpha / beta) (eV) = 6.4 / 7.4
- LUMO (alpha / beta) (eV) = 0.257 / -2.277

***

Model 2:
The molecule C3H5O3P. Source: the Open Molecules 2025 dataset; level of theory: wB97M-V/def2-TZVPD.

Each line ends with the Löwdin charge.
Atoms and positions in Å:
C -1.15614 0.26216 -0.32316  -0.393
C 0.23438 0.56244 -0.44636  -0.442
C -0.20877 -0.89507 -0.13995  -0.522
O -2.30144 0.62337 -0.22784  0.166
O -0.11233 -1.88039 -1.06612  0.100
O 0.12414 -1.25297 1.17720  0.024
P 1.26081 1.51283 0.80735  0.826
H 0.67306 0.76198 -1.67992  0.174
H 0.56050 -1.80522 -1.72980  0.111
H -0.30068 -2.14967 1.32642  0.148
H 0.23587 1.51563 1.95816  -0.029
H 0.99060 2.74491 0.34402  -0.163

- spin multiplicity = 3
- net charge = 0
- <S²> = 2.01
- gap between HOMO and LUMO (alpha / beta) (eV) = 6.7 / 7.4
- LUMO (alpha / beta) (eV) = 0.475 / -2.297

***

Stability, lowest: model 2

***

Model 1:
A cluster of 2 separate species, C4H4N2OS in total. Source: the Open Molecules 2025 dataset; level of theory: wB97M-V/def2-TZVPD.

Each line ends with the Löwdin charge.
Atoms and positions in Å:
O -0.87732 -2.23843 -0.14919  0.251
C -1.11815 -1.16527 -0.42703  -0.334
N -1.14699 -0.10230 -0.98411  0.053
C -1.87077 1.03364 -0.95617  -0.710
S -3.30883 1.23910 -0.23095  0.681
H -1.38170 1.83497 -1.47475  0.051
C 1.43481 -0.19683 2.04199  0.095
C 1.45166 -0.30812 0.86359  -0.326
N 1.79501 -0.28378 -0.44033  0.073
H 1.43224 -0.15347 3.11319  0.026
H 2.61058 0.23439 -0.42720  0.069
H 0.97945 0.10609 -0.92904  0.070

- net charge = 0
- gap between HOMO and LUMO (eV) = 8.4
- LUMO (eV) = -0.757
- structure (SMILES) = O=C=NC=S.C#CN

***

Model 2:
The molecule C4H4N2OS. Source: the Open Molecules 2025 dataset; level of theory: wB97M-V/def2-TZVPD.

Each line ends with the Löwdin charge.
Atoms and positions in Å:
H 2.61967 0.26060 0.12122  -0.060
N 2.54590 -0.71525 0.11874  0.134
C 1.27427 -1.03710 0.04283  -0.134
N 0.14862 -0.10287 0.05727  -0.052
C -1.14816 -0.62835 -0.07126  -0.050
C -1.99529 0.36354 0.04402  -0.063
O -1.25561 1.52853 0.22437  -0.012
C 0.07461 1.23475 0.04275  -0.868
S 1.22935 2.34280 -0.04209  0.750
H 0.78738 -1.99640 -0.12100  0.110
H -1.21929 -1.65602 -0.17345  0.102
H -3.06143 0.40579 -0.24341  0.143

- net charge = 0
- gap between HOMO and LUMO (eV) = 9.1
- LUMO (eV) = 0.294
- structure (SMILES) = [H]/N=C\n1ccoc1=S

***

Stability, lowest: model 1

***

Model 1:
A cluster of 2 separate species, C4H13NOS in total. Source: the Open Molecules 2025 dataset; level of theory: wB97M-V/def2-TZVPD.

Each line ends with the Löwdin charge.
Atoms and positions in Å:
C -1.91106 1.04446 -0.62605  -0.028
C -0.60237 0.42252 -0.13340  -0.443
C -0.77699 -0.27780 1.23695  -0.179
C 0.14977 -1.50553 1.32836  -0.428
S 1.87916 -0.97454 1.08902  1.111
N -0.05615 -0.54014 -1.10152  0.020
H -2.72435 0.33795 -0.42795  0.089
H -2.12965 2.00333 -0.16393  0.094
H -1.91299 1.15226 -1.70426  0.080
H 0.21625 1.12151 0.08333  0.122
H -1.73670 -0.77370 1.32695  0.125
H -0.60374 0.43831 2.02964  0.127
H -0.02051 -2.17912 0.50215  0.075
H 0.11891 -2.03138 2.28019  0.098
H 1.78401 -1.27054 -0.23475  -0.045
H 0.02266 -0.09838 -2.01217  0.108
H -0.74560 -1.28030 -1.24403  0.109
H 3.12217 1.56089 -1.51010  0.054
H 3.01082 1.01504 -0.11327  -0.042
O 2.91637 1.83515 -0.60515  -0.048

- spin multiplicity = 2
- net charge = +1
- <S²> = 0.75
- gap between HOMO and LUMO (alpha / beta) (eV) = 11.1 / 5.9
- LUMO (alpha / beta) (eV) = -3.590 / -8.529

***

Model 2:
A cluster of 2 separate species, C4H13NOS in total. Source: the Open Molecules 2025 dataset; level of theory: wB97M-V/def2-TZVPD.

Each line ends with the Löwdin charge.
Atoms and positions in Å:
C 0.28622 0.37876 -1.91223  -0.251
C -0.67732 -0.13636 -0.84436  -0.229
C -0.07850 -1.38584 -0.19487  -0.431
S -0.98604 -2.06545 1.18193  1.193
C -1.40946 -0.70904 2.22112  -0.308
N 1.53994 0.94371 -1.34813  0.004
H -0.21207 1.16701 -2.47665  0.124
H 0.48449 -0.40417 -2.65070  0.119
H -1.54826 -0.47345 -1.38517  0.118
H -0.93220 0.63466 -0.13717  0.094
H 0.94716 -1.23259 0.18122  0.109
H -0.04564 -2.21100 -0.91228  0.098
H -0.90664 0.22437 1.98259  0.030
H -2.50974 -0.66280 2.19244  0.084
H -1.13116 -0.98333 3.24610  0.078
H 2.17745 0.18645 -1.16558  0.072
H 1.97299 1.51492 -2.08451  0.100
H 1.19902 1.68392 0.58895  0.019
H 0.86725 2.16131 2.03191  0.059
O 0.96252 1.36892 1.48538  -0.083

- spin multiplicity = 2
- net charge = +1
- <S²> = 0.75
- gap between HOMO and LUMO (alpha / beta) (eV) = 10.9 / 5.8
- LUMO (alpha / beta) (eV) = -2.795 / -7.832

***

Stability, lowest: model 1

***

Model 1:
The molecule C3HN3O. Source: the Open Molecules 2025 dataset; level of theory: wB97M-V/def2-TZVPD.

Each line ends with the Löwdin charge.
Atoms and positions in Å:
N 2.77146 -0.21826 -0.14962  0.183
C 1.68779 -0.20776 -0.07966  -0.183
C 0.26847 -0.15094 0.11381  -0.302
C -0.60950 0.91544 -0.01396  0.050
O -1.83642 0.27535 -0.18266  0.001
N -1.50398 -1.13828 -0.10862  0.086
N -0.32100 -1.30371 0.07764  0.073
H -0.45683 1.82815 0.34308  0.091

- net charge = 0
- gap between HOMO and LUMO (eV) = 10.4
- LUMO (eV) = -0.618
- structure (SMILES) = N#Cc1conn1

***

Model 2:
The molecule C3HN3O. Source: the Open Molecules 2025 dataset; level of theory: wB97M-V/def2-TZVPD.

Each line ends with the Löwdin charge.
Atoms and positions in Å:
C -2.39530 0.03726 -0.00183  0.121
C -1.16039 -0.21862 -0.15812  -0.044
C 0.27699 -0.05743 -0.10574  -0.351
N 1.19427 -1.06902 0.00892  0.048
N 2.31699 -0.69983 -0.00890  0.054
O 2.28323 0.69958 -0.03235  -0.035
N 1.01240 1.01530 -0.01445  0.101
H -3.52819 0.29277 0.31246  0.107

- net charge = 0
- gap between HOMO and LUMO (eV) = 10.4
- LUMO (eV) = -0.193
- structure (SMILES) = C#Cc1nnon1

***

Model 3:
A structure of composition C3HN3O. Source: the Open Molecules 2025 dataset; level of theory: wB97M-V/def2-TZVPD.

Each line ends with the Löwdin charge.
Atoms and positions in Å:
C 1.08087 -1.89873 -0.89635  -0.075
C -1.05542 1.12792 0.54474  -0.157
C 0.22922 -0.23489 -0.24501  -0.222
N 1.52538 -2.83112 -1.36190  0.057
N -1.08526 0.03920 -0.16201  0.140
N 1.02302 0.58111 0.36445  0.099
O 0.17486 1.50804 0.88620  0.017
H -1.89267 1.70848 0.86988  0.140

- net charge = 0
- gap between HOMO and LUMO (eV) = 11.6
- LUMO (eV) = -0.495

***

Stability, lowest: model 2